# 1
DFT (the ωB97M-V functional and the def2-TZVPD basis) results for an isolated ion of composition C3H9N2O and charge +1 in a non-equilibrium geometry.

Computed properties:
- HOMO-LUMO gap (eV) = 11.0880
- charge = +1
- multiplicity = 1
- E_LUMO (eV) = -3.90
- SMILES = C[C@@H](O)C(N)=[NH2+]

Cartesian coordinates (Å):
H (0.246, -1.683, -2.066)
H (1.209, -0.074, -1.827)
O (-0.946, -1.549, 0.187)
C (0.760, -0.916, -1.416)
H (-1.477, -2.150, -0.399)
N (-0.415, 0.522, 1.875)
H (-0.125, 1.067, 2.683)
C (-0.040, 0.659, 0.622)
H (1.125, 1.813, -0.470)
H (-1.131, -0.141, 2.083)
H (-1.137, -0.086, -1.032)
H (1.548, -1.484, -0.804)
H (0.329, 2.676, 0.777)
C (-0.349, -0.499, -0.446)
N (0.403, 1.844, 0.234)



# 2
DFT (the ωB97M-V functional and the def2-TZVPD basis) results for C3H9N2O as an isolated structure in a non-equilibrium geometry.

Computed properties:
- HOMO-LUMO gap (eV) = 8.6225
- charge = +1
- multiplicity = 1
- E_LUMO (eV) = -3.52

Cartesian coordinates (Å):
H (1.462, 0.562, -0.382)
H (1.020, -0.110, 1.675)
N (0.125, -0.492, 1.601)
H (0.640, 1.166, -2.565)
H (-1.092, 1.402, -2.002)
H (1.068, -2.090, -1.832)
H (0.041, -1.482, 0.884)
C (0.613, -1.755, -0.922)
H (-1.606, 0.024, 0.266)
N (-0.096, 1.195, -1.707)
H (-0.552, -0.540, 2.374)
H (-0.781, 1.398, 1.035)
C (-0.561, 0.380, 0.563)
C (0.355, 0.534, -0.556)
O (0.354, -2.414, 0.039)



# 3
DFT (the ωB97M-V functional and the def2-TZVPD basis) results for an isolated ion of composition C3H9N2O and charge +1 in a non-equilibrium geometry.

Computed properties:
- HOMO-LUMO gap (eV) = 11.1684
- charge = +1
- multiplicity = 1
- E_LUMO (eV) = -3.67
- SMILES = C[C@@H]([NH3+])C(N)=O

Cartesian coordinates (Å):
N (-1.480, -0.296, 0.412)
C (-0.059, -0.431, 0.001)
H (0.043, -1.367, -0.731)
C (0.842, -0.495, 1.099)
H (0.690, -1.387, 1.714)
H (1.839, -0.543, 0.758)
H (-1.884, 0.550, 0.044)
H (-1.668, -0.378, 1.433)
H (0.782, 0.333, 1.876)
H (1.847, 0.708, -0.578)
O (-1.110, 0.852, -1.813)
C (-0.101, 0.578, -1.157)
N (1.142, 0.997, -1.258)
H (-2.103, -1.041, 0.034)
H (1.219, 1.920, -1.834)



One value per record, in order, for highest occupied orbital energy: -0.5507; -0.4462; -0.5452 hartree.